#a
A cluster of 2 separate species, C2H6N2O2 in total. Source: OMol25; level of theory: ωB97M-V/def2-TZVPD.

Results
- Kohn-Sham gap: 10.5 eV
- Molar mass: 90.08 g mol⁻¹
- SMILES: NC=O.NC=O
- LUMO: 0.70 eV
- HOMO level: -9.79 eV

Bonds (Å) are listed after each position.
Positions of all 12 atoms, in Å:
1 O -1.1033 1.7138 -4.5674  C2 1.251
2 C -0.1144 1.1025 -4.1056  O1 1.251, N3 1.296, H4 1.117
3 N -0.0883 0.2880 -3.0985  C2 1.296, H5 1.023, H6 1.023
4 H 0.9482 1.1736 -4.4424  C2 1.117
5 H -0.9201 -0.0346 -2.5979  N3 1.023
6 H 0.8235 -0.1303 -2.8983  N3 1.023
7 O 0.7105 -1.1805 2.1618  C8 1.219
8 C 0.5566 -0.5483 3.1930  O7 1.219, N9 1.333, H10 1.117
9 N -0.3633 -0.8859 4.0961  C8 1.333, H11 1.023, H12 1.023
10 H 1.1078 0.3800 3.4794  C8 1.117
11 H -0.9586 -1.7116 3.9952  N9 1.023
12 H -0.5985 -0.1667 4.7845  N9 1.023

Löwdin population analysis, charges in e, atoms 1 to 6: O -0.031; C -0.454; N 0.114; H 0.128; H 0.129; H 0.114


#b
A cluster of 2 separate species, C2H6N2O2 in total. Source: OMol25; level of theory: ωB97M-V/def2-TZVPD.

Results
- Kohn-Sham gap: 10.6 eV
- Molar mass: 90.08 g mol⁻¹
- SMILES: C=NC.O=NO
- LUMO: 0.81 eV
- HOMO level: -9.83 eV

Bonds (Å) are listed after each position.
Positions of all 12 atoms, in Å:
1 C 0.1998 -1.1612 0.1282  N3 1.262, H8 1.114, H9 1.065
2 C -1.9131 -0.3883 -0.4529  N3 1.435, H10 1.105, H11 1.061, H12 1.064
3 N -0.5955 -0.1825 0.0774  C1 1.262, C2 1.435
4 N 2.5494 1.2618 0.6995  O5 1.409, O6 1.161
5 O 1.4217 1.7316 -0.0033  N4 1.409, H7 0.968
6 O 3.4346 2.0065 0.7984  N4 1.161
7 H 0.6457 1.1547 -0.0425  O5 0.968
8 H 1.2177 -1.0312 0.5630  C1 1.114
9 H 0.0200 -2.1355 -0.2627  C1 1.065
10 H -2.2552 0.0995 -1.3835  C2 1.105
11 H -2.1550 -1.4183 -0.3746  C2 1.061
12 H -2.5700 0.0628 0.2529  C2 1.064

Löwdin population analysis, charges in e, atoms 1 to 6: C -0.030; C -0.124; N -0.104; N -0.125; O -0.041; O 0.045


Stability ranking, top and bottom: #a is the most stable and #b is the least stable.


#a
A cluster of 2 separate species, C2H6N2O2 in total. Source: OMol25; level of theory: ωB97M-V/def2-TZVPD.

Results
- Kohn-Sham gap: 10.1 eV
- Molar mass: 90.08 g mol⁻¹
- SMILES: NC=O.NC=O
- LUMO: 0.57 eV
- HOMO level: -9.53 eV

Bonds (Å) are listed after each position.
Positions of all 12 atoms, in Å:
1 C 0.2548 1.9480 -1.2619  N2 1.373, O3 1.205, H4 1.098
2 N -0.7967 2.8268 -1.1826  C1 1.373, H5 0.999, H6 1.011
3 O 0.1309 0.8014 -1.6105  C1 1.205
4 H 1.1975 2.4956 -1.1273  C1 1.098
5 H -1.7384 2.7205 -0.8682  N2 0.999
6 H -0.7177 3.7872 -1.4871  N2 1.011
7 C 0.0740 -1.7522 1.6900  N8 1.339, O9 1.212, H10 1.097
8 N 0.2794 -1.2907 0.4496  C7 1.339, H11 1.005, H12 1.006
9 O 0.1139 -2.9227 2.0017  C7 1.212
10 H 0.0050 -1.0762 2.5507  C7 1.097
11 H 0.7448 -1.9440 -0.1551  N8 1.005
12 H 0.1461 -0.3607 0.0897  N8 1.006

Löwdin population analysis, charges in e, atoms 1 to 6: C -0.386; N 0.101; O 0.018; H 0.128; H 0.092; H 0.092


#b
A cluster of 2 separate species, C2H6N2O2 in total. Source: OMol25; level of theory: ωB97M-V/def2-TZVPD.

Results
- Kohn-Sham gap: 10.4 eV
- Molar mass: 90.08 g mol⁻¹
- SMILES: NC=O.NC=O
- LUMO: 0.68 eV
- HOMO level: -9.77 eV

Bonds (Å) are listed after each position.
Positions of all 12 atoms, in Å:
1 O 0.8811 -1.1783 0.7969  C2 1.228
2 C 0.8451 -0.7152 1.9333  O1 1.228, N3 1.308, H4 1.117
3 N -0.1550 -0.0071 2.3918  C2 1.308, H5 1.023, H6 1.023
4 H 1.6148 -0.7573 2.7417  C2 1.117
5 H -0.8625 0.3156 1.7271  N3 1.023
6 H -0.0348 0.4760 3.2855  N3 1.023
7 O -1.4798 -0.9504 -2.4351  C8 1.250
8 C -0.9333 0.0404 -1.9035  O7 1.250, N9 1.327, H10 1.117
9 N 0.1994 0.5784 -2.3387  C8 1.327, H11 1.023, H12 1.023
10 H -1.3251 0.6853 -1.0800  C8 1.117
11 H 0.6943 0.0079 -3.0286  N9 1.023
12 H 0.5557 1.5047 -2.0906  N9 1.023

Löwdin population analysis, charges in e, atoms 1 to 6: O -0.005; C -0.454; N 0.109; H 0.131; H 0.115; H 0.111


Stability ranking, top and bottom: #b is the most stable and #a is the least stable.


#a
A cluster of 3 separate species, C2H6N2O2 in total. Source: OMol25; level of theory: ωB97M-V/def2-TZVPD.

Results
- Kohn-Sham gap: 8.9 eV
- Molar mass: 90.08 g mol⁻¹
- LUMO: 0.80 eV
- HOMO level: -8.08 eV

Bonds (Å) are listed after each position.
Positions of all 12 atoms, in Å:
1 C -2.9103 -0.2020 -0.1828  O5 1.177, O6 1.154
2 C -0.5255 -0.7446 -0.4574  N3 1.358, H7 1.036
3 N 0.0545 0.2411 -1.1893  C2 1.358, H8 1.062, H9 0.985
4 N -0.2444 0.2264 1.6114  H10 1.023, H11 1.042, H12 1.082
5 O -3.4064 -1.2260 -0.4847  C1 1.177
6 O -2.6511 0.8513 0.2099  C1 1.154
7 H -0.0094 -1.6406 -0.3868  C2 1.036
8 H 1.0982 0.3864 -1.3214  N3 1.062
9 H -0.4566 1.0828 -1.1751  N3 0.985
10 H 0.1671 0.2713 2.5473  N4 1.023
11 H -0.4702 1.2236 1.4091  N4 1.042
12 H -1.2150 -0.1909 1.8435  N4 1.082

Löwdin population analysis, charges in e, atoms 1 to 6: C -0.518; C -0.049; N -0.013; N -0.008; O 0.144; O 0.125


#b
An isolated molecule of C2H6N2O2. Source: OMol25; level of theory: ωB97M-V/def2-TZVPD.

Results
- Kohn-Sham gap: 9.4 eV
- Molar mass: 90.08 g mol⁻¹
- SMILES: CO/N=C/NO
- LUMO: 0.79 eV
- HOMO level: -8.57 eV

Bonds (Å) are listed after each position.
Positions of all 12 atoms, in Å:
1 C -2.3800 0.4182 -0.1175  H3 1.193, H4 1.274, H5 1.230, O11 1.596
2 C 0.8106 -0.5382 -0.1588  H6 1.134, N9 1.314, N10 1.298
3 H -3.3884 -0.1920 -0.3035  C1 1.193
4 H -2.5089 1.0909 0.9567  C1 1.274
5 H -2.1398 1.2321 -1.0074  C1 1.230
6 H 0.7848 -1.1549 -1.1106  C2 1.134
7 H 1.7164 0.3484 1.3226  N10 1.101
8 H 3.8398 -0.1259 -0.0415  O12 1.013
9 N -0.2804 -0.2419 0.5112  C2 1.314, O11 1.380
10 N 1.9255 -0.3117 0.4661  C2 1.298, H7 1.101, O12 1.488
11 O -1.3635 -0.8122 -0.1260  C1 1.596, N9 1.380
12 O 2.9838 0.2872 -0.3914  H8 1.013, N10 1.488

Löwdin population analysis, charges in e, atoms 1 to 6: C -0.081; C -0.257; H 0.087; H 0.125; H 0.104; H 0.164


#c
An isolated molecule of C2H6N2O2. Source: OMol25; level of theory: ωB97M-V/def2-TZVPD.

Results
- Kohn-Sham gap: 9.9 eV
- Molar mass: 90.08 g mol⁻¹
- SMILES: CO/N=C/NO
- LUMO: 0.86 eV
- HOMO level: -9.09 eV

Bonds (Å) are listed after each position.
Positions of all 12 atoms, in Å:
1 C -2.3884 0.3586 0.1835  H3 1.146, H4 1.233, H5 1.253, O11 1.525
2 C 0.7896 -0.3480 -0.3746  H6 1.090, N9 1.291, N10 1.428
3 H -3.3305 0.5828 -0.4292  C1 1.146
4 H -2.7448 -0.2127 1.2165  C1 1.233
5 H -1.8936 1.4606 0.5154  C1 1.253
6 H 0.7612 -0.0248 -1.4152  C2 1.090
7 H 1.9623 -0.7298 1.2121  N10 1.013
8 H 3.5242 0.0883 -0.7711  O12 1.077
9 N -0.2876 -0.6567 0.2659  C2 1.291, O11 1.373
10 N 2.0638 -0.6176 0.2101  C2 1.428, H7 1.013, O12 1.455
11 O -1.3493 -0.4542 -0.5814  C1 1.525, N9 1.373
12 O 2.8931 0.5535 -0.0320  H8 1.077, N10 1.455

Löwdin population analysis, charges in e, atoms 1 to 6: C -0.092; C -0.167; H 0.074; H 0.114; H 0.121; H 0.135


Stability ranking, top and bottom: #a is the most stable and #b is the least stable.


#a
An isolated molecule of C2H6N2O2. Source: OMol25; level of theory: ωB97M-V/def2-TZVPD.

Results
- Kohn-Sham gap: 10.2 eV
- Molar mass: 90.08 g mol⁻¹
- SMILES: CO/N=[N+](/C)[O-]
- LUMO: 0.98 eV
- HOMO level: -9.19 eV

Bonds (Å) are listed after each position.
Positions of all 12 atoms, in Å:
1 C 2.2100 -0.3699 0.1289  N4 1.461, H7 1.116, H8 1.091, H9 1.130
2 C -2.1944 0.5691 -0.0665  O6 1.412, H10 1.146, H11 1.183, H12 1.082
3 N 0.0634 0.1889 -0.0101  N4 1.268, O6 1.406
4 N 1.2269 0.6847 -0.1076  C1 1.461, N3 1.268, O5 1.198
5 O 1.4544 1.8417 -0.3193  N4 1.198
6 O -0.9256 1.1884 -0.0404  C2 1.412, N3 1.406
7 H 2.9061 -0.3544 -0.7436  C1 1.116
8 H 1.6277 -1.2921 0.1631  C1 1.091
9 H 2.8525 -0.1316 1.0274  C1 1.130
10 H -2.9809 1.2755 0.3758  C2 1.146
11 H -2.0840 -0.2002 0.8257  C2 1.183
12 H -2.6268 0.0384 -0.9044  C2 1.082

Löwdin population analysis, charges in e, atoms 1 to 6: C 0.008; C -0.122; N 0.061; N -0.408; O 0.031; O -0.154


#b
An isolated molecule of C2H6N2O2. Source: OMol25; level of theory: ωB97M-V/def2-TZVPD.

Results
- Kohn-Sham gap: 9.7 eV
- Molar mass: 90.08 g mol⁻¹
- SMILES: CN(O)/C=N/O
- LUMO: 0.82 eV
- HOMO level: -8.88 eV

Bonds (Å) are listed after each position.
Positions of all 12 atoms, in Å:
1 C -1.0655 1.1078 0.0806  H3 1.130, H4 1.071, H5 1.095, N9 1.449
2 C 0.5623 -0.6648 -0.1940  H7 1.101, N9 1.410, N10 1.296
3 H -0.6907 1.3801 1.1108  C1 1.130
4 H -2.1145 1.2789 -0.0476  C1 1.071
5 H -0.4819 1.7792 -0.5580  C1 1.095
6 H -2.1493 -1.6308 -0.3983  O11 0.993
7 H 0.7075 -1.7535 -0.2708  C2 1.101
8 H 3.4088 0.2467 0.0804  O12 0.988
9 N -0.7802 -0.2536 -0.3273  C1 1.449, C2 1.410, O11 1.447
10 N 1.4844 0.2127 0.0520  C2 1.296, O12 1.447
11 O -1.6298 -1.2163 0.3388  H6 0.993, N9 1.447
12 O 2.7487 -0.4865 0.1335  H8 0.988, N10 1.447

Löwdin population analysis, charges in e, atoms 1 to 6: C -0.083; C -0.165; H 0.103; H 0.075; H 0.084; H 0.121


#c
A cluster of 2 separate species, C2H6N2O2 in total. Source: OMol25; level of theory: ωB97M-V/def2-TZVPD.

Results
- Kohn-Sham gap: 9.8 eV
- Molar mass: 90.08 g mol⁻¹
- SMILES: C=NN.O=CO
- LUMO: 0.95 eV
- HOMO level: -8.89 eV

Bonds (Å) are listed after each position.
Positions of all 12 atoms, in Å:
1 C -1.7627 0.6106 -0.6451  N3 1.311, H7 1.048, H8 1.080
2 C 2.3072 0.2670 -0.0978  O5 1.299, O6 1.203, H9 1.121
3 N -0.9034 0.0517 0.1725  C1 1.311, N4 1.343
4 N -1.0837 -1.2052 0.6087  N3 1.343, H11 0.985, H12 1.055
5 O 1.6611 1.1471 0.6067  C2 1.299, H10 1.035
6 O 1.9553 -0.8515 -0.3679  C2 1.203
7 H -2.6229 0.1861 -1.0676  C1 1.048
8 H -1.5815 1.4920 -1.2417  C1 1.080
9 H 3.1488 0.8864 -0.5022  C2 1.121
10 H 0.7962 0.9172 1.1273  O5 1.035
11 H -1.6558 -1.9253 0.2548  N4 0.985
12 H -0.2587 -1.5762 1.1524  N4 1.055

Löwdin population analysis, charges in e, atoms 1 to 6: C -0.042; C -0.454; N -0.133; N -0.006; O 0.032; O 0.038


Stability ranking, top and bottom: #c is the most stable and #a is the least stable.